C23H37GeNO5P2SeTi | ωB97M-V/def2-TZVPD

Molecular weight ... 668.9 g/mol
Highest occupied orbital energy (alpha / beta) ... -6.58 / -8.58 eV
LUMO level (alpha / beta) ... 0.232 / 0.145 eV
Gap between HOMO and LUMO (alpha / beta) ... 0.2503 / 0.3208 Ha
Total energy ... -199735.20577 eV
Energy above the lowest of the compared OMol25 structures with the same formula, charge and spin ... 1.080 eV

```
! wB97M-V def2-TZVPD RIJCOSX def2/J DEFGRID3
* xyz 0 3
Ti -16.288 3.149 -8.292
O -20.121 3.427 -9.929
C -19.167 3.442 -9.220
O -17.941 3.280 -9.603
C -19.216 3.681 -7.627
C -20.348 3.785 -6.849
C -20.162 3.989 -5.494
C -18.879 4.071 -4.885
C -17.818 3.932 -5.744
N -18.022 3.730 -7.063
C -16.403 3.810 -5.273
O -16.184 3.759 -4.059
O -15.594 3.701 -6.279
H -21.308 3.516 -7.317
H -20.965 3.963 -4.771
H -18.686 4.224 -3.847
C -18.025 -0.095 -8.200
P -16.523 0.700 -7.603
C -16.371 0.235 -5.815
C -15.215 -0.377 -8.342
C -14.909 -1.648 -7.911
C -14.008 -2.506 -8.601
C -13.287 -1.999 -9.630
C -13.378 -0.610 -9.950
C -14.456 0.129 -9.416
P -14.991 1.649 -10.183
C -13.638 2.173 -11.307
C -16.336 1.226 -11.320
H -17.874 -0.111 -9.361
H -18.932 0.329 -7.896
H -18.158 -1.120 -7.955
H -16.030 1.136 -5.342
H -15.648 -0.569 -5.771
H -17.365 0.031 -5.388
H -15.398 -2.089 -7.069
H -13.865 -3.537 -8.359
H -12.635 -2.607 -10.271
H -12.966 -0.215 -10.897
H -13.439 1.612 -12.288
H -12.730 2.350 -10.740
H -13.875 3.206 -11.516
H -16.114 1.362 -12.352
H -17.130 1.806 -11.005
H -16.644 0.161 -11.327
C -12.446 2.927 -7.636
O -12.893 4.251 -7.878
H -11.313 2.866 -7.592
H -12.779 2.242 -8.466
H -12.667 2.590 -6.608
H -13.861 4.272 -7.543
C -16.331 9.653 -8.502
Ge -15.439 8.485 -7.166
C -13.527 8.457 -7.328
C -15.961 9.135 -5.361
C -16.218 6.672 -7.095
Se -15.560 5.758 -8.706
C -16.866 6.302 -10.078
H -15.896 10.617 -8.577
H -17.344 9.777 -8.207
H -16.278 9.243 -9.512
H -13.208 9.419 -7.769
H -13.115 7.712 -8.006
H -13.088 8.495 -6.331
H -16.073 10.234 -5.414
H -15.252 8.766 -4.584
H -16.962 8.710 -5.297
H -17.359 6.630 -6.890
H -15.601 6.091 -6.382
H -16.454 6.946 -10.854
H -17.678 6.735 -9.507
H -17.211 5.426 -10.555
*
```

Here are the Löwdin charges for atoms 1 to 5, given in e: number 1, Ti, carries 0.472; number 2, O, carries 0.090; number 3, C, carries -0.580; number 4, O, carries -0.210; number 5, C, carries -0.150


C23H37N3 | ωB97M-V/def2-TZVPD

Molecular weight ... 355.6 g/mol
Highest occupied orbital energy ... -14.95 eV
LUMO level ... -7.511 eV
Gap between HOMO and LUMO ... 0.2734 Ha
Total energy ... -28906.03836 eV

```
! wB97M-V def2-TZVPD RIJCOSX def2/J DEFGRID3
* xyz 2 1
C 1.621 -4.592 -0.412
C 2.312 -3.589 0.528
C 2.025 -2.131 0.155
C 3.119 -1.535 -0.740
C 4.370 -1.123 0.064
C 4.486 0.370 0.366
C 3.188 1.029 0.834
C 3.310 2.552 0.999
C 2.647 3.330 -0.148
C 2.145 4.721 0.295
C 0.789 5.095 -0.305
N -0.204 3.997 -0.148
C -1.059 3.746 -1.150
C -1.955 2.692 -1.067
C -1.959 1.882 0.070
C -2.874 0.712 0.129
C -4.240 0.862 -0.094
C -5.059 -0.260 -0.049
N -4.552 -1.477 0.220
N -5.388 -2.607 0.300
C -5.291 -3.466 -0.918
C -4.259 -4.575 -0.761
C -3.247 -1.636 0.460
C -2.372 -0.554 0.410
C -1.086 2.181 1.107
C -0.219 3.253 0.965
H 0.693 -4.935 0.030
H 2.269 -5.440 -0.603
H 1.429 -4.133 -1.378
H 2.027 -3.776 1.558
H 3.387 -3.747 0.492
H 1.052 -2.045 -0.332
H 1.981 -1.539 1.071
H 2.737 -0.693 -1.313
H 3.412 -2.297 -1.459
H 5.246 -1.417 -0.508
H 4.406 -1.708 0.980
H 5.189 0.490 1.188
H 4.898 0.918 -0.480
H 2.358 0.779 0.176
H 2.948 0.592 1.804
H 4.359 2.827 1.060
H 2.860 2.834 1.950
H 3.341 3.459 -0.971
H 1.822 2.715 -0.502
H 2.851 5.472 -0.042
H 2.081 4.801 1.376
H 0.407 5.991 0.171
H 0.899 5.288 -1.365
H -1.024 4.364 -2.029
H -2.623 2.480 -1.884
H -4.669 1.829 -0.296
H -6.118 -0.170 -0.220
H -6.336 -2.264 0.402
H -5.076 -2.843 -1.784
H -6.261 -3.927 -1.062
H -4.280 -4.957 0.253
H -4.444 -5.366 -1.476
H -3.256 -4.201 -0.965
H -2.908 -2.626 0.712
H -1.327 -0.731 0.599
H -1.065 1.588 2.005
H 0.490 3.510 1.732
*
```

Here are the natural (NBO) charges for atoms 1 to 5, given in e: number 1, C, carries -0.610; number 2, C, carries -0.406; number 3, C, carries -0.392; number 4, C, carries -0.403; number 5, C, carries -0.404


C23H37N3O3 | ωB97M-V/def2-TZVPD

Molecular weight ... 403.6 g/mol
Highest occupied orbital energy ... -7.71 eV
LUMO level ... 0.508 eV
Gap between HOMO and LUMO ... 0.3022 Ha
Total energy ... -35065.29182 eV
Energy above the lowest of the compared OMol25 structures with the same formula, charge and spin ... 0.000 eV
SMILES string ... CC(C)CCNC(=O)[C@H]1CC[C@H](CNc2c(N3CCC(C)CC3)c(=O)c2=O)CC1

```
! wB97M-V def2-TZVPD RIJCOSX def2/J DEFGRID3
* xyz 0 1
C 1.626 5.614 -3.538
C 2.750 4.841 -2.849
C 4.085 5.160 -3.519
C 2.762 5.184 -1.355
C 3.767 4.386 -0.519
N 3.503 2.965 -0.540
C 2.934 2.313 0.497
O 2.663 2.858 1.548
C 2.670 0.832 0.254
C 1.160 0.588 0.316
C 0.838 -0.896 0.182
C 1.537 -1.709 1.272
C 1.243 -3.209 1.119
N -0.159 -3.530 1.263
C -0.954 -3.653 0.183
C -2.327 -3.810 -0.048
N -3.437 -3.944 0.695
C -3.462 -3.710 2.120
C -3.896 -2.271 2.411
C -5.274 -2.011 1.794
C -5.712 -0.568 2.025
C -5.230 -2.340 0.298
C -4.730 -3.768 0.067
C -2.125 -3.863 -1.508
O -2.864 -3.944 -2.464
C -0.644 -3.720 -1.252
O 0.374 -3.667 -1.908
C 3.045 -1.469 1.202
C 3.370 0.014 1.342
H 1.580 5.361 -4.595
H 1.795 6.685 -3.449
H 0.665 5.379 -3.087
H 2.544 3.771 -2.966
H 4.024 4.968 -4.588
H 4.891 4.552 -3.115
H 4.338 6.208 -3.375
H 2.988 6.246 -1.235
H 1.766 5.007 -0.945
H 3.689 4.694 0.526
H 4.788 4.566 -0.865
H 3.662 2.478 -1.407
H 3.047 0.531 -0.728
H 0.791 0.968 1.272
H 0.663 1.147 -0.480
H 1.161 -1.259 -0.796
H -0.244 -1.034 0.242
H 1.173 -1.374 2.252
H 1.560 -3.545 0.131
H 1.800 -3.769 1.878
H -0.574 -3.287 2.152
H -2.482 -3.929 2.546
H -4.186 -4.404 2.561
H -3.928 -2.104 3.489
H -3.169 -1.579 1.980
H -5.998 -2.679 2.275
H -5.013 0.122 1.557
H -6.698 -0.398 1.598
H -5.755 -0.346 3.088
H -6.223 -2.228 -0.139
H -4.558 -1.644 -0.209
H -4.638 -3.975 -0.998
H -5.427 -4.486 0.513
H 3.547 -2.030 1.993
H 3.417 -1.836 0.242
H 3.040 0.382 2.315
H 4.450 0.164 1.277
*
```

Here are the natural (NBO) charges for atoms 1 to 5, given in e: number 1, C, carries -0.597; number 2, C, carries -0.217; number 3, C, carries -0.610; number 4, C, carries -0.399; number 5, C, carries -0.229


C23H38B2F4N6O4SScSi | ωB97M-V/def2-TZVPD

Molecular weight ... 665.3 g/mol
Highest occupied orbital energy ... -3.94 eV
LUMO level ... 2.362 eV
Gap between HOMO and LUMO ... 0.2314 Ha
Total energy ... -93246.15103 eV
Energy above the lowest of the compared OMol25 structures with the same formula, charge and spin ... 1.471 eV

```
! wB97M-V def2-TZVPD RIJCOSX def2/J DEFGRID3
* xyz -1 1
Sc 0.068 -0.352 1.313
C -0.587 -1.928 5.570
C -0.488 -1.677 4.104
N 0.184 -0.725 3.576
O 0.859 0.107 4.388
B 1.654 1.071 3.552
F 2.181 2.000 4.411
F 0.727 1.649 2.605
O 2.715 0.427 2.779
N 2.203 -0.046 1.570
C 2.976 0.137 0.540
C 4.292 0.837 0.765
C 2.034 -1.809 -0.679
N 0.999 -2.023 0.060
O 0.743 -3.361 0.284
B -0.655 -3.821 0.262
F -0.651 -5.009 1.010
F -1.134 -4.041 -1.023
O -1.613 -2.841 0.887
N -1.039 -2.144 1.907
C -1.190 -2.532 3.114
C -1.975 -3.728 3.528
C 2.739 -2.982 -1.312
H 0.068 -1.247 6.105
H -0.313 -2.959 5.802
H -1.614 -1.773 5.911
H 4.148 1.858 1.123
H 4.909 0.824 -0.124
H 4.802 0.306 1.570
H -2.542 -4.101 2.680
H -2.639 -3.478 4.356
H -1.298 -4.520 3.856
H 3.658 -2.664 -1.800
H 2.092 -3.499 -2.023
H 2.964 -3.704 -0.527
C 0.138 1.962 -4.810
C 0.369 2.429 -3.375
N 0.042 1.422 -2.380
C -1.195 1.067 -2.008
S -1.474 -0.202 -0.929
N -2.228 1.754 -2.529
C -3.622 1.537 -2.165
C -4.274 0.409 -2.951
H 0.412 2.751 -5.512
H -0.903 1.686 -4.993
H 0.759 1.091 -5.012
H -0.187 3.347 -3.157
H 1.423 2.658 -3.240
H 0.793 0.856 -2.009
H -2.040 2.410 -3.267
H -4.142 2.482 -2.339
H -3.656 1.328 -1.096
H -4.247 0.609 -4.024
H -5.317 0.300 -2.648
H -3.760 -0.531 -2.755
C -3.918 0.281 1.708
Si -2.206 1.056 2.070
C -2.211 2.757 1.190
C -2.378 1.534 3.909
H -4.726 1.022 1.740
H -4.133 -0.467 2.478
H -3.954 -0.231 0.744
H -3.152 3.295 1.358
H -2.062 2.671 0.110
H -1.398 3.372 1.586
H -3.243 2.181 4.088
H -1.483 2.043 4.273
H -2.507 0.633 4.520
C 2.619 -0.459 -0.724
C 3.059 0.110 -1.983
C 2.867 -0.552 -3.220
C 3.296 -0.014 -4.420
C 3.912 1.231 -4.477
C 4.030 1.945 -3.292
C 3.590 1.419 -2.090
H 2.355 -1.504 -3.244
H 3.135 -0.580 -5.331
H 4.254 1.645 -5.417
H 4.449 2.945 -3.302
H 3.634 2.050 -1.215
*
```

Here are the Löwdin charges for atoms 1 to 5, given in e: number 1, Sc, carries 0.838; number 2, C, carries 0.000; number 3, C, carries -0.238; number 4, N, carries -0.003; number 5, O, carries 0.063


C23H38FN3O9 | ωB97M-V/def2-TZVPD

Molecular weight ... 519.6 g/mol
Highest occupied orbital energy ... -8.49 eV
LUMO level ... -1.762 eV
Gap between HOMO and LUMO ... 0.2473 Ha
Total energy ... -50076.73305 eV
SMILES string ... C[C@H](F)C1=CC(=O)C(CC(=O)O)=C(OC#N)C1=O.COCCNCCOC.COCCNCCOC

```
! wB97M-V def2-TZVPD RIJCOSX def2/J DEFGRID3
* xyz 0 1
C -2.880 3.271 9.295
C -1.766 3.172 8.259
F -2.170 3.755 7.065
C -1.322 1.758 7.967
C -0.301 1.183 8.592
C 0.042 -0.207 8.190
O 0.427 -1.061 8.947
C -0.174 -0.515 6.734
C 0.790 -1.459 6.067
C 1.328 -0.978 4.734
O 1.660 -1.719 3.863
O 1.438 0.387 4.610
C -1.210 0.047 6.134
O -1.494 -0.200 4.785
C -2.607 -0.857 4.569
N -3.668 -1.276 4.423
C -2.074 0.994 6.916
O -3.254 1.126 6.733
H -2.739 4.184 9.875
H -3.846 3.350 8.802
H -2.867 2.442 9.998
H -0.886 3.702 8.629
H 0.279 1.704 9.343
H 1.663 -1.534 6.721
H 0.403 -2.470 5.967
H 0.703 0.723 4.079
C -2.189 -3.989 -2.499
O -1.156 -3.117 -2.909
C -1.326 -1.761 -2.513
C -0.347 -1.372 -1.425
N -0.660 -2.023 -0.160
C 0.379 -1.910 0.862
C 1.763 -2.478 0.568
O 1.820 -3.890 0.491
C 1.427 -4.451 -0.746
H -2.068 -4.920 -3.051
H -2.140 -4.216 -1.429
H -3.175 -3.574 -2.729
H -2.358 -1.567 -2.207
H -1.117 -1.147 -3.392
H -0.389 -0.287 -1.286
H 0.659 -1.625 -1.786
H -0.840 -3.003 -0.329
H 0.002 -2.418 1.753
H 0.491 -0.852 1.125
H 2.400 -2.206 1.411
H 2.220 -2.029 -0.324
H 1.696 -3.809 -1.589
H 0.354 -4.660 -0.772
H 1.948 -5.403 -0.855
C 1.352 -0.570 -5.305
O 1.331 0.727 -4.742
C 2.523 1.480 -4.928
C 2.322 2.605 -5.921
N 2.148 2.103 -7.276
C 1.688 3.093 -8.246
C 0.347 3.783 -8.013
O -0.783 2.946 -8.159
C -1.102 2.148 -7.035
H 0.500 -1.114 -4.901
H 1.253 -0.547 -6.396
H 2.267 -1.107 -5.039
H 3.351 0.831 -5.230
H 2.774 1.919 -3.959
H 3.202 3.257 -5.896
H 1.460 3.193 -5.578
H 1.489 1.336 -7.262
H 1.632 2.589 -9.214
H 2.460 3.865 -8.337
H 0.244 4.547 -8.787
H 0.308 4.311 -7.052
H -0.869 2.656 -6.096
H -0.591 1.182 -7.068
H -2.174 1.952 -7.066
*
```

Here are the Löwdin charges for atoms 1 to 5, given in e: number 1, C, carries -0.010; number 2, C, carries -0.322; number 3, F, carries 0.006; number 4, C, carries -0.082; number 5, C, carries 0.088


C23H38N2O8S | ωB97M-V/def2-TZVPD

Molecular weight ... 502.6 g/mol
Highest occupied orbital energy ... -8.51 eV
LUMO level ... -1.464 eV
Gap between HOMO and LUMO ... 0.2590 Ha
Total energy ... -54656.50630 eV
Energy above the lowest of the compared OMol25 structures with the same formula, charge and spin ... 1.872 eV
SMILES string ... CS(=O)(=O)c1cccc2c1C(=O)C=CC2=O.COCCNCCOC.COCCNCCOC

```
! wB97M-V def2-TZVPD RIJCOSX def2/J DEFGRID3
* xyz 0 1
C 4.491 8.665 -0.272
S 2.930 8.664 -1.231
O 2.380 10.036 -1.171
O 3.105 8.328 -2.638
C 1.759 7.599 -0.324
C 0.697 8.284 0.427
C -0.274 7.543 1.220
C -0.146 6.079 1.218
C 0.891 5.393 0.482
C 1.884 6.147 -0.314
C 2.977 5.307 -1.023
O 3.523 5.574 -2.060
C 3.356 3.957 -0.316
C 2.443 3.266 0.416
C 0.999 3.843 0.511
O 0.027 3.137 0.630
H 4.193 8.897 0.791
H 4.905 7.626 -0.253
H 5.211 9.428 -0.660
H 0.675 9.401 0.393
H -1.050 8.081 1.806
H -0.869 5.502 1.833
H 4.404 3.611 -0.455
H 2.766 2.329 0.917
C -5.690 -1.479 0.940
O -5.448 -1.014 -0.377
C -5.567 0.401 -0.510
C -4.208 1.034 -0.778
N -3.352 0.968 0.403
C -1.950 1.311 0.140
C -1.165 0.400 -0.809
O -0.934 -0.910 -0.305
C -1.998 -1.824 -0.513
H -5.732 -2.568 0.909
H -4.882 -1.186 1.616
H -6.646 -1.107 1.320
H -6.054 0.856 0.360
H -6.209 0.581 -1.378
H -4.348 2.081 -1.064
H -3.759 0.503 -1.626
H -3.384 0.031 0.783
H -1.442 1.298 1.106
H -1.900 2.337 -0.226
H -0.174 0.846 -0.932
H -1.601 0.359 -1.814
H -2.551 -1.622 -1.433
H -2.671 -1.821 0.347
H -1.571 -2.827 -0.583
C 0.721 -4.059 1.663
O 1.925 -4.798 1.540
C 1.917 -6.023 2.269
C 1.900 -7.214 1.318
N 0.615 -7.324 0.633
C 0.617 -8.271 -0.483
C 1.528 -7.960 -1.677
O 1.141 -6.815 -2.421
C 1.612 -5.581 -1.904
H 0.877 -3.080 1.209
H -0.098 -4.555 1.135
H 0.453 -3.914 2.714
H 1.088 -6.072 2.983
H 2.848 -6.053 2.842
H 2.086 -8.131 1.885
H 2.722 -7.077 0.606
H 0.351 -6.414 0.276
H -0.411 -8.315 -0.854
H 0.855 -9.268 -0.100
H 1.444 -8.803 -2.370
H 2.586 -7.906 -1.398
H 2.580 -5.679 -1.406
H 0.876 -5.147 -1.224
H 1.725 -4.888 -2.740
*
```

Here are the Löwdin charges for atoms 1 to 5, given in e: number 1, C, carries -0.133; number 2, S, carries 0.671; number 3, O, carries -0.366; number 4, O, carries -0.313; number 5, C, carries -0.187


C23H38NO3 | ωB97M-V/def2-TZVPD

Molecular weight ... 376.6 g/mol
Highest occupied orbital energy ... -11.89 eV
LUMO level ... -6.612 eV
Gap between HOMO and LUMO ... 0.1939 Ha
Total energy ... -32089.89350 eV
Energy above the lowest of the compared OMol25 structures with the same formula, charge and spin ... 5.494 eV

```
! wB97M-V def2-TZVPD RIJCOSX def2/J DEFGRID3
* xyz 1 1
C -3.633 -1.205 0.468
C -3.127 -1.399 1.914
C -2.106 -2.517 2.079
C -2.676 -3.925 1.845
C -2.345 -4.591 0.504
C -0.846 -4.513 0.075
C -0.691 -3.641 -1.134
C -1.013 -4.026 -2.361
C -0.829 -3.029 -3.452
O -0.420 -3.301 -4.559
C -1.173 -1.620 -3.055
C -1.890 -0.723 -4.017
C -0.976 -0.118 -5.075
C -0.840 -1.238 -1.831
C -0.169 -2.248 -0.973
O 0.724 -1.978 -0.192
H -3.223 -1.956 -0.198
H -3.363 -0.216 0.112
H -4.715 -1.232 0.433
H -3.962 -1.500 2.598
H -2.630 -0.477 2.216
H -1.763 -2.474 3.111
H -1.236 -2.283 1.471
H -3.760 -3.815 1.868
H -2.445 -4.583 2.672
H -2.965 -4.211 -0.299
H -2.571 -5.646 0.622
H -0.449 -5.497 -0.134
H -0.275 -4.106 0.903
H -1.389 -5.009 -2.593
H -2.393 0.034 -3.423
H -2.685 -1.312 -4.468
H -1.578 0.309 -5.869
H -0.318 -0.858 -5.507
H -0.418 0.704 -4.639
H -1.061 -0.260 -1.432
C 1.973 3.967 2.979
C 2.815 3.999 1.679
C 2.004 4.609 0.524
C 0.931 3.685 -0.056
C 1.502 2.317 -0.432
C 2.240 1.625 0.722
N 3.259 2.600 1.294
O 4.272 2.627 0.621
C 1.240 1.158 1.798
C 2.902 0.344 0.232
C 4.013 4.895 1.993
H 2.304 3.177 3.653
H 2.075 4.904 3.520
H 0.909 3.838 2.795
H 2.690 4.892 -0.281
H 1.548 5.531 0.881
H 0.106 3.570 0.650
H 0.505 4.151 -0.945
H 0.706 1.655 -0.770
H 2.186 2.438 -1.279
H 1.758 0.776 2.678
H 0.636 0.347 1.396
H 0.542 1.928 2.117
H 3.564 0.505 -0.619
H 2.123 -0.344 -0.086
H 3.475 -0.137 1.026
H 4.636 4.465 2.779
H 3.655 5.862 2.334
H 4.639 5.080 1.120
*
```

Here are the natural (NBO) charges for atoms 1 to 5, given in e: number 1, C, carries -0.622; number 2, C, carries -0.395; number 3, C, carries -0.396; number 4, C, carries -0.410; number 5, C, carries -0.385